(1)
The following is a quantum chemistry calculation of a structure of composition C12H30Br2N2O4Sr at a distorted geometry, from OMol25.

```
51
Properties=species:S:1:pos:R:3
Sr 0.283 0.639 1.032
Br 0.572 -1.165 3.379
Br 2.037 2.597 2.332
C 3.488 -1.482 0.865
O 2.546 -0.620 0.239
C 2.966 -0.335 -1.045
C 1.806 0.230 -1.915
N 1.240 1.355 -1.153
C 0.174 1.971 -1.993
C -0.453 3.109 -1.252
O -0.668 2.835 0.061
C -1.234 3.899 0.784
H 4.447 -0.967 0.916
H 3.667 -2.423 0.344
H 3.211 -1.679 1.901
H 3.524 -1.133 -1.535
H 3.687 0.483 -1.053
H 1.087 -0.561 -2.125
H 2.292 0.422 -2.872
H 1.922 2.100 -1.127
H -0.552 1.158 -1.988
H 0.610 2.198 -2.966
H -1.323 3.516 -1.768
H 0.233 3.951 -1.338
H -0.770 4.885 0.802
H -1.237 3.556 1.818
H -2.301 3.975 0.572
C 1.212 -3.916 -2.149
O 0.225 -2.960 -1.650
C 0.057 -2.959 -0.262
C -1.242 -2.280 0.320
N -1.422 -0.925 -0.330
C -2.745 -0.383 -0.039
C -3.081 -0.030 1.439
O -2.191 1.038 1.817
C -2.414 1.511 3.136
H 2.221 -3.519 -2.042
H 1.113 -4.261 -3.178
H 1.223 -4.778 -1.482
H 0.937 -2.401 0.058
H 0.175 -3.899 0.277
H -1.217 -2.165 1.403
H -2.011 -2.983 0.000
H -1.534 -1.088 -1.321
H -3.455 -1.087 -0.473
H -2.851 0.438 -0.748
H -2.876 -0.980 1.933
H -4.095 0.239 1.733
H -2.651 0.647 3.755
H -3.123 2.324 3.292
H -1.506 1.900 3.597
```

Computed properties:
Max |F| (eV/A): 3.146
HOMO level (eV): -7.50
Kohn-Sham gap (eV): 7.6

Charges computed using natural (NBO), reported in e:
1. Sr 1.728
2. Br -0.903
3. Br -0.908
4. C -0.263
5. O -0.573
6. C -0.061
7. C -0.262
8. N -0.680
9. C -0.242
10. C -0.070
11. O -0.569
12. C -0.258
13. H 0.180
14. H 0.165
15. H 0.242
16. H 0.179
17. H 0.168
18. H 0.215
19. H 0.186
20. H 0.385
21. H 0.184
22. H 0.204
23. H 0.178
24. H 0.167
25. H 0.202
26. H 0.210
27. H 0.170
28. C -0.250
29. O -0.570
30. C -0.071
31. C -0.281
32. N -0.687
33. C -0.249
34. C -0.083
35. O -0.600
36. C -0.281
37. H 0.167
38. H 0.201
39. H 0.180
40. H 0.176
41. H 0.185
42. H 0.256
43. H 0.179
44. H 0.379
45. H 0.186
46. H 0.198
47. H 0.190
48. H 0.202
49. H 0.197
50. H 0.180
51. H 0.222

(2)
The following is a quantum chemistry calculation of the molecule C8H12O at a distorted geometry, from OMol25.

```
21
Properties=species:S:1:pos:R:3
C -2.699 1.161 1.305
C -1.929 0.251 1.186
C -0.968 -0.828 0.955
C -0.073 -0.522 -0.292
C -0.964 -0.725 -1.524
C 0.446 0.956 -0.356
C 1.992 0.796 -0.213
C 2.010 -0.562 0.498
O 1.093 -1.312 -0.270
H -3.375 1.966 1.141
H -0.368 -0.976 1.850
H -1.534 -1.725 0.712
H -1.653 0.113 -1.586
H -0.331 -0.715 -2.412
H -1.557 -1.638 -1.485
H 0.134 1.596 0.463
H 0.254 1.405 -1.325
H 2.471 0.609 -1.172
H 2.422 1.586 0.395
H 1.647 -0.404 1.524
H 2.984 -1.033 0.605
```

Computed properties:
Max |F| (eV/A): 1.862
HOMO level (eV): -9.64
Kohn-Sham gap (eV): 10.6
Structure (SMILES): C#CC[C@@]1(C)CCCO1

Charges computed using natural (NBO), reported in e:
1. C -0.252
2. C -0.003
3. C -0.516
4. C 0.281
5. C -0.621
6. C -0.438
7. C -0.422
8. C -0.069
9. O -0.522
10. H 0.236
11. H 0.239
12. H 0.238
13. H 0.224
14. H 0.220
15. H 0.207
16. H 0.224
17. H 0.214
18. H 0.205
19. H 0.211
20. H 0.148
21. H 0.198

(3)
The following is a quantum chemistry calculation of a cluster of 2 separate species, C2H3BrO2 in total at a distorted geometry, from OMol25.

```
8
Properties=species:S:1:pos:R:3
C 0.179 1.103 -0.152
C -0.310 -0.273 0.059
O 0.308 1.639 -1.221
O 1.416 -2.113 0.224
Br -2.318 -0.180 -0.306
H 0.655 1.542 0.678
H -0.083 -0.496 1.201
H 0.152 -1.222 -0.483
```

Computed properties:
Max |F| (eV/A): 3.500
HOMO level (spin up / spin down) (eV): -10.52 / -10.52
Kohn-Sham gap (spin up / spin down) (eV): 7.3 / 7.0

Charges computed using natural (NBO), reported in e:
1. C 0.369
2. C -0.494
3. O -0.466
4. O -0.074
5. Br 0.024
6. H 0.127
7. H 0.237
8. H 0.276

(4)
The following is a quantum chemistry calculation of a structure of composition C2H5BrN at a distorted geometry, from OMol25.

```
9
Properties=species:S:1:pos:R:3
C -0.517 -0.723 -0.299
C 0.426 -0.101 0.605
N -0.441 0.743 -0.171
Br 2.844 -0.007 -0.042
H -0.176 -1.136 -1.241
H -1.395 -1.219 0.109
H 0.475 -0.095 1.679
H -0.035 1.275 -0.947
H -1.182 1.263 0.307
```

Computed properties:
Max |F| (eV/A): 4.173
HOMO level (eV): -14.95
Net charge: +1
Kohn-Sham gap (eV): 8.4

Charges computed using natural (NBO), reported in e:
1. C -0.262
2. C 0.069
3. N -0.556
4. Br -0.008
5. H 0.282
6. H 0.273
7. H 0.271
8. H 0.471
9. H 0.460

(5)
The following is a quantum chemistry calculation of a structure of composition C12H16Cl3NW at a distorted geometry, from OMol25.

```
33
Properties=species:S:1:pos:R:3
W 1.280 -0.229 0.230
Cl 0.917 -2.494 0.074
Cl 2.134 1.464 1.568
C 2.885 -0.265 -0.726
H 3.414 0.659 -0.968
H 3.126 -0.997 -1.487
C -0.413 0.521 -0.850
C 0.803 0.516 -1.508
H -0.737 0.717 0.173
C 0.946 -0.325 -2.839
H 1.175 1.508 -1.819
C -0.217 0.021 -3.796
H 1.920 -0.074 -3.322
H 0.973 -1.401 -2.650
C -1.501 0.077 -2.975
H -0.056 0.990 -4.267
H -0.324 -0.713 -4.618
C -1.359 1.088 -1.835
H -2.357 0.366 -3.585
H -1.688 -0.913 -2.544
H -0.939 2.043 -2.194
H -2.315 1.303 -1.377
Cl -1.742 2.207 4.722
C -1.133 0.736 4.082
C -1.086 -0.408 4.867
C -0.565 -1.560 4.288
C -0.084 -1.511 2.975
N -0.044 -0.380 2.233
C -0.662 0.719 2.764
H -1.449 -0.380 5.893
H -0.501 -2.499 4.824
H 0.316 -2.414 2.511
H -0.715 1.625 2.158
```

Computed properties:
Multiplicity: 3
Max |F| (eV/A): 6.723
HOMO level (spin up / spin down) (eV): -6.88 / -7.62
Kohn-Sham gap (spin up / spin down) (eV): 6.7 / 6.6
⟨S²⟩: 2.03

Charges computed using natural (NBO), reported in e:
1. W 1.112
2. Cl -0.386
3. Cl -0.397
4. C -0.504
5. H 0.180
6. H 0.178
7. C -0.459
8. C -0.353
9. H 0.284
10. C -0.408
11. H 0.146
12. C -0.400
13. H 0.214
14. H 0.213
15. C -0.392
16. H 0.195
17. H 0.212
18. C -0.380
19. H 0.209
20. H 0.209
21. H 0.196
22. H 0.211
23. Cl 0.041
24. C -0.082
25. C -0.167
26. C -0.236
27. C 0.062
28. N -0.486
29. C 0.049
30. H 0.240
31. H 0.235
32. H 0.236
33. H 0.231

(6)
The following is a quantum chemistry calculation of a structure of composition C33H43CuN5P2 at a distorted geometry, from OMol25.

```
84
Properties=species:S:1:pos:R:3
Cu 0.253 -0.228 4.343
C -1.021 2.007 3.903
C -1.219 0.852 3.176
C -0.816 0.651 1.717
C 0.514 -0.107 1.492
C 1.513 0.030 2.610
C 1.782 1.210 3.280
C 1.272 2.560 2.884
C -0.003 3.054 3.639
C 1.696 -1.197 5.224
H -1.711 2.248 4.717
H -1.989 0.149 3.537
H -0.791 1.595 1.146
H -1.603 0.041 1.247
H 0.290 -1.182 1.384
H 0.952 0.222 0.536
H 2.145 -0.850 2.773
H 2.523 1.197 4.090
H 1.095 2.636 1.801
H 2.068 3.282 3.120
H 0.314 3.491 4.600
H -0.448 3.886 3.065
H 1.629 -0.962 6.302
H 2.682 -0.914 4.816
H 1.495 -2.268 5.080
P 1.608 -1.135 -3.597
P -1.540 -0.652 -3.235
N 3.024 -0.113 -3.599
N 2.412 -2.379 -4.617
N -1.844 1.067 -3.045
N -3.175 -1.025 -3.743
C 0.691 -0.261 -4.981
C -0.810 -0.583 -4.974
C 3.529 0.528 -2.455
C 4.587 1.345 -2.832
C 4.748 1.209 -4.252
C 3.772 0.328 -4.695
C 2.515 -3.719 -4.214
C 2.942 -4.484 -5.291
C 3.117 -3.597 -6.400
C 2.778 -2.326 -5.965
C -1.589 1.718 -1.829
C -1.664 3.088 -2.027
C -1.966 3.301 -3.411
C -2.056 2.053 -4.010
C -4.042 -0.302 -4.573
C -5.143 -1.089 -4.870
C -4.949 -2.355 -4.222
C -3.741 -2.297 -3.548
H 1.102 -0.497 -5.974
H 0.850 0.815 -4.821
H -1.344 0.140 -5.610
H -1.001 -1.584 -5.392
H 3.073 0.350 -1.493
H 5.169 1.998 -2.196
H 5.461 1.705 -4.896
H 3.554 0.003 -5.693
H 2.258 -4.006 -3.207
H 3.100 -5.551 -5.313
H 3.431 -3.836 -7.403
H 2.740 -1.412 -6.532
H -1.361 1.144 -0.944
H -1.504 3.860 -1.287
H -2.086 4.245 -3.922
H -2.249 1.794 -5.040
H -3.820 0.699 -4.889
H -5.973 -0.787 -5.489
H -5.624 -3.195 -4.268
H -3.216 -3.033 -2.960
C 0.049 2.052 7.086
C -0.764 0.826 7.079
C -1.606 0.387 8.132
C -2.151 -0.843 7.734
C -1.629 -1.125 6.446
C -1.868 -2.340 5.658
N -0.808 -0.101 6.064
H 0.129 2.413 8.125
H -0.418 2.857 6.500
H 1.060 1.870 6.701
H -1.747 0.929 9.055
H -2.820 -1.502 8.269
H -1.485 -3.220 6.198
H -2.946 -2.492 5.514
H -1.381 -2.288 4.672
```

Computed properties:
Multiplicity: 2
Max |F| (eV/A): 3.069
HOMO level (spin up / spin down) (eV): -6.22 / -6.22
Kohn-Sham gap (spin up / spin down) (eV): 6.1 / 5.8
⟨S²⟩: 0.76

Charges computed using Löwdin, reported in e:
1. Cu 0.402
2. C -0.078
3. C -0.160
4. C -0.179
5. C -0.175
6. C -0.177
7. C -0.104
8. C -0.157
9. C -0.159
10. C -0.122
11. H 0.125
12. H 0.121
13. H 0.098
14. H 0.115
15. H 0.120
16. H 0.111
17. H 0.108
18. H 0.119
19. H 0.113
20. H 0.121
21. H 0.103
22. H 0.131
23. H 0.021
24. H 0.004
25. H 0.013
26. P 1.069
27. P 1.042
28. N -0.289
29. N -0.253
30. N -0.264
31. N -0.284
32. C -0.384
33. C -0.387
34. C -0.147
35. C -0.097
36. C -0.083
37. C -0.139
38. C -0.151
39. C -0.099
40. C -0.086
41. C -0.169
42. C -0.144
43. C -0.090
44. C -0.078
45. C -0.162
46. C -0.134
47. C -0.086
48. C -0.099
49. C -0.153
50. H 0.065
51. H 0.086
52. H 0.066
53. H 0.087
54. H 0.083
55. H 0.089
56. H 0.093
57. H 0.075
58. H 0.092
59. H 0.089
60. H 0.092
61. H 0.077
62. H 0.065
63. H 0.090
64. H 0.095
65. H 0.087
66. H 0.075
67. H 0.091
68. H 0.089
69. H 0.092
70. C -0.069
71. C -0.390
72. C -0.085
73. C -0.085
74. C -0.394
75. C -0.069
76. N -0.018
77. H 0.084
78. H 0.048
79. H 0.072
80. H 0.083
81. H 0.084
82. H 0.081
83. H 0.077
84. H 0.055

> Which value of max |F| does entry 3 give?

3.500 eV/A

> What is the formula in the second record?

C8H12O